Entry 1:
Entry from the OMol25 dataset: Cl4Cr as an isolated structure (ωB97M-V/def2-TZVPD).

**Electronic energy**: -2885.227784 Ha
**Net charge**: 0
**Expectation value of S²**: 6.0936
**Spin multiplicity**: 5
**Gap between HOMO and LUMO (alpha / beta)**: 7.80 / 4.70 eV
**E_HOMO (alpha / beta)**: -11.143 / -11.310 eV
**Maximum force**: 2.17 eV Å⁻¹

The geometry in XYZ format:
```
5
Properties=species:S:1:pos:R:3:forces:R:3
Cr -0.137 0.111 -0.024 -0.81 -0.73 1.74
Cl 0.868 0.655 -2.209 0.14 -0.27 0.61
Cl -1.506 1.515 1.249 1.26 -1.36 -1.14
Cl -1.042 -2.004 -0.238 0.73 1.88 0.10
Cl 1.817 -0.277 1.222 -1.32 0.47 -1.32
```
Forces are in eV/Å.

***

Entry 2:
Entry from the OMol25 dataset: C9H20N2O3PdS2 as an isolated structure (ωB97M-V/def2-TZVPD).

**Electronic energy**: -1613.871357 Ha
**Net charge**: +2
**Spin multiplicity**: 1
**Gap between HOMO and LUMO**: 7.86 eV
**ΔE to the lowest compared entry with this formula, charge and spin**: 0.0 kcal/mol
**E_HOMO**: -15.563 eV
**Maximum force**: 0.31 eV Å⁻¹

The geometry in XYZ format:
```
37
Properties=species:S:1:pos:R:3:forces:R:3
Pd -0.121 -0.015 -0.712 0.14 0.26 0.09
C 2.261 -0.260 -2.525 0.15 0.03 -0.01
O 1.943 0.101 -1.159 -0.04 -0.13 -0.06
C 2.336 1.443 -0.794 -0.06 0.10 -0.02
C 1.381 2.440 -1.402 0.11 0.03 0.07
O 0.038 2.047 -1.030 -0.06 -0.24 -0.07
C -0.955 2.800 -1.772 -0.07 0.13 -0.03
H 3.344 -0.262 -2.646 -0.02 0.01 0.02
H 1.807 0.430 -3.234 -0.02 -0.02 0.01
H 1.868 -1.260 -2.693 0.00 0.02 0.02
H 3.363 1.629 -1.114 -0.03 0.00 -0.03
H 2.290 1.479 0.294 0.02 -0.04 -0.02
H 1.453 2.482 -2.491 -0.02 -0.03 0.02
H 1.578 3.436 -1.001 -0.04 -0.02 -0.03
H -0.744 3.861 -1.645 0.02 -0.02 0.01
H -1.928 2.559 -1.359 0.04 0.00 -0.01
H -0.915 2.528 -2.828 0.02 0.00 0.02
S -2.383 0.028 -0.469 -0.07 0.09 0.18
C -2.440 0.368 1.245 -0.10 -0.16 -0.05
N -2.447 -0.570 2.157 0.03 0.09 -0.02
C -2.399 -0.124 3.556 -0.01 0.02 0.03
C -2.944 1.303 3.547 0.02 0.03 0.01
S -2.590 1.946 1.870 0.01 -0.02 0.03
H -2.388 -1.544 1.890 0.01 0.00 -0.03
H -1.363 -0.159 3.899 -0.01 0.00 -0.02
H -2.998 -0.786 4.178 -0.01 0.02 -0.01
H -2.454 1.934 4.283 -0.02 -0.01 0.01
H -4.021 1.344 3.692 0.01 -0.01 0.00
C 2.013 -2.775 0.099 -0.03 0.04 0.01
C 0.569 -2.928 -0.256 0.02 0.09 0.09
N 0.116 -4.130 -0.548 0.00 -0.07 0.04
O -0.256 -1.970 -0.259 -0.03 -0.20 -0.22
H 2.436 -3.708 0.462 0.00 -0.02 0.01
H 2.122 -2.001 0.855 0.00 0.00 0.00
H 2.574 -2.470 -0.782 0.03 0.01 -0.04
H 0.710 -4.943 -0.500 -0.01 0.01 0.01
H -0.852 -4.256 -0.810 0.02 0.02 -0.02
```
Forces are in eV/Å.

***

Entry 3:
Entry from the OMol25 dataset: one molecule with the formula C24H27NO5 (ωB97M-V/def2-TZVPD).

**SMILES**: COC(=O)c1cccc(C(=O)N2CCC[C@@H](C(=O)c3cccc(OC(C)C)c3)C2)c1
**Electronic energy**: -1361.744386 Ha
**Net charge**: 0
**Spin multiplicity**: 1
**Gap between HOMO and LUMO**: 8.93 eV
**ΔE to the lowest compared entry with this formula, charge and spin**: 7.3 kcal/mol
**E_HOMO**: -8.550 eV
**Maximum force**: 0.79 eV Å⁻¹

The geometry in XYZ format:
```
57
Properties=species:S:1:pos:R:3:forces:R:3
C -8.336 -0.560 1.073 -0.23 0.22 0.30
H -9.152 -1.126 0.631 0.05 0.02 0.01
H -8.223 -0.810 2.130 -0.04 0.02 -0.09
H -8.520 0.513 0.984 -0.02 -0.10 0.02
O -7.167 -0.921 0.353 0.27 -0.18 -0.27
C -6.031 -0.332 0.755 -0.15 0.19 0.24
O -5.984 0.459 1.665 -0.02 -0.10 -0.08
C -4.854 -0.757 -0.043 0.23 -0.09 -0.16
C -3.600 -0.301 0.351 -0.11 -0.09 -0.09
C -2.469 -0.657 -0.370 -0.19 -0.24 -0.01
C -2.598 -1.495 -1.473 0.04 0.09 0.09
C -3.847 -1.944 -1.869 0.04 -0.01 -0.07
C -4.977 -1.577 -1.163 -0.03 0.09 0.16
H -5.953 -1.922 -1.464 -0.06 -0.03 -0.03
H -3.937 -2.587 -2.732 -0.01 -0.04 -0.07
H -1.711 -1.793 -2.012 0.09 -0.05 -0.03
C -1.100 -0.251 0.080 -0.13 0.00 0.08
O -0.245 -1.090 0.306 0.16 -0.24 -0.13
N -0.887 1.073 0.269 0.04 0.11 0.25
C -1.674 2.137 -0.313 -0.24 0.22 -0.49
H -2.652 1.761 -0.612 0.11 0.11 0.10
C -0.939 2.721 -1.524 0.00 0.09 0.25
C 0.460 3.185 -1.129 0.02 -0.18 -0.15
H 0.999 3.545 -2.007 0.01 0.08 0.04
H 0.396 4.010 -0.417 0.04 0.03 -0.02
C 1.237 2.035 -0.483 -0.16 0.47 0.19
C 2.586 2.506 0.037 -0.43 -0.04 -0.20
O 2.745 3.653 0.397 0.00 -0.08 -0.01
C 3.685 1.514 0.103 0.75 -0.20 0.14
C 4.973 2.006 0.339 -0.08 0.07 0.00
C 6.042 1.139 0.406 -0.10 0.12 0.00
C 5.859 -0.226 0.252 -0.09 -0.37 -0.05
C 4.581 -0.734 0.025 0.06 0.34 0.03
C 3.499 0.146 -0.051 0.08 0.05 0.03
H 2.529 -0.297 -0.212 -0.21 -0.03 -0.04
O 4.268 -2.037 -0.161 -0.19 -0.04 -0.08
C 5.245 -3.056 0.000 0.27 -0.45 0.15
C 4.667 -4.300 -0.668 0.12 0.45 0.05
H 5.362 -5.130 -0.579 0.06 -0.10 0.01
H 3.727 -4.564 -0.192 -0.10 -0.06 0.07
H 4.478 -4.104 -1.720 -0.02 -0.03 -0.10
C 5.531 -3.309 1.480 -0.07 0.26 -0.34
H 6.280 -4.089 1.587 0.09 -0.08 0.03
H 5.892 -2.406 1.967 0.05 0.03 0.09
H 4.617 -3.623 1.977 -0.09 -0.05 0.05
H 6.172 -2.769 -0.520 -0.15 0.01 0.05
H 6.717 -0.877 0.309 0.03 -0.10 0.01
H 7.037 1.521 0.583 0.08 0.03 0.01
H 5.105 3.069 0.463 0.01 0.07 0.01
H 1.370 1.228 -1.207 0.01 -0.04 0.06
C 0.420 1.506 0.710 0.37 -0.32 0.05
H 0.916 0.656 1.180 -0.07 0.15 0.02
H 0.296 2.306 1.447 0.03 0.00 -0.03
H -1.513 3.555 -1.928 -0.03 0.00 -0.06
H -0.866 1.952 -2.297 -0.07 -0.03 -0.06
H -1.813 2.916 0.445 -0.07 -0.03 -0.02
H -3.528 0.320 1.232 0.01 0.09 0.05
```
Forces are in eV/Å.

***

Entry 4:
Entry from the OMol25 dataset: one molecule with the formula C6H13NO2S (ωB97M-V/def2-TZVPD).

**SMILES**: CC1=[S@@](C)(=O)OCN(C)C1
**Electronic energy**: -839.658687 Ha
**Net charge**: 0
**Spin multiplicity**: 1
**Gap between HOMO and LUMO**: 8.53 eV
**ΔE to the lowest compared entry with this formula, charge and spin**: 115.7 kcal/mol
**E_HOMO**: -7.819 eV
**Maximum force**: 4.83 eV Å⁻¹

The geometry in XYZ format:
```
23
Properties=species:S:1:pos:R:3:forces:R:3
C -1.013 -0.859 -0.146 -1.70 -2.66 0.12
C -1.201 1.185 1.034 -0.32 -2.70 0.71
C 0.410 -0.806 0.434 0.31 -0.01 -1.60
C 1.356 -1.752 -0.384 -0.20 2.17 -1.82
C -2.466 1.018 -1.050 0.19 -2.39 1.17
C 2.615 1.008 0.693 -1.85 2.80 -3.47
N -1.827 0.302 0.098 -0.79 2.43 0.21
O 0.063 1.757 0.546 0.18 0.09 -0.03
O 1.059 0.981 -1.521 0.43 0.67 -2.47
S 0.985 0.672 -0.148 0.36 -0.03 3.61
H -0.983 -1.100 -1.211 0.11 0.44 -0.39
H -1.658 -1.744 0.218 1.45 0.70 0.06
H -0.947 0.408 1.857 -0.23 2.24 -0.51
H -1.785 2.077 1.232 -0.13 -0.26 0.44
H 0.977 -1.964 -1.438 0.13 0.06 1.27
H 1.602 -2.639 0.102 0.44 -1.47 0.82
H 2.277 -1.148 -0.630 -0.27 -1.17 0.42
H -1.846 1.811 -1.226 1.59 2.19 -1.30
H -2.474 0.315 -1.876 -0.28 0.27 -0.27
H -3.437 1.439 -0.836 -0.47 -0.44 0.30
H 2.754 0.202 1.282 0.97 -2.81 1.68
H 3.306 1.171 -0.200 -0.56 -0.02 1.76
H 2.356 1.857 1.352 0.63 -0.10 -0.71
```
Forces are in eV/Å.

***

Entry 5:
Entry from the OMol25 dataset: a 11-piece molecular cluster, C37H52O33 overall (ωB97M-V/def2-TZVPD).

**SMILES**: C[C@H]1COC(=O)O1.C[C@H]1COC(=O)O1.C[C@H]1COC(=O)O1.C[C@H]1COC(=O)O1.O=C1OCCO1.O=C1OCCO1.O=C1OCCO1.O=C1OCCO1.O=C1OCCO1.O=C1OCCO1.O=C1OCCO1
**Electronic energy**: -3924.111490 Ha
**Net charge**: 0
**Spin multiplicity**: 1
**Gap between HOMO and LUMO**: 11.09 eV
**ΔE to the lowest compared entry with this formula, charge and spin**: 37.2 kcal/mol
**E_HOMO**: -10.685 eV
**Maximum force**: 3.92 eV Å⁻¹

The geometry in XYZ format:
```
122
Properties=species:S:1:pos:R:3:forces:R:3
C -19.400 -3.752 -5.086 -1.23 0.28 0.23
C -19.484 -4.179 -3.601 1.46 0.36 -0.59
C -19.052 -3.041 -2.665 0.64 -1.07 0.04
O -19.809 -3.309 -1.490 -1.27 -0.21 0.50
C -20.966 -3.899 -1.898 0.26 -0.57 -0.49
O -21.990 -4.013 -1.302 0.33 0.30 0.44
O -20.802 -4.426 -3.141 -0.59 0.28 -0.08
H -20.178 -2.936 -5.223 1.09 -0.87 -0.02
H -19.646 -4.566 -5.779 -0.03 0.08 0.29
H -18.398 -3.389 -5.374 -0.45 0.00 0.44
H -18.893 -5.101 -3.389 -0.28 0.60 -0.25
H -19.355 -2.064 -2.992 0.37 0.26 -0.44
H -17.996 -3.140 -2.416 -0.06 0.37 -0.03
C -26.504 4.559 -1.075 0.37 -1.06 0.55
C -25.102 4.305 -1.662 -0.39 -0.02 1.49
C -24.925 2.944 -2.389 -1.24 0.36 0.51
O -24.620 3.349 -3.714 0.33 0.60 -0.40
C -24.458 4.698 -3.784 2.51 0.06 -3.02
O -23.956 5.214 -4.808 -1.86 -0.98 3.09
O -24.735 5.301 -2.638 -0.21 -0.28 -0.37
H -27.291 4.695 -1.816 0.15 0.04 -0.08
H -26.567 5.324 -0.281 0.32 -0.01 -0.69
H -26.695 3.610 -0.539 -0.27 0.33 -0.20
H -24.399 4.365 -0.813 -0.02 0.13 -0.58
H -25.846 2.350 -2.398 -0.09 0.31 -0.13
H -24.202 2.268 -1.938 0.49 0.56 -0.24
C -21.146 -0.484 -9.395 0.26 -1.93 -0.95
C -22.226 0.460 -9.775 -0.10 1.37 1.50
C -22.855 0.200 -11.102 -0.44 1.62 -0.65
O -24.005 -0.575 -10.825 -0.98 -0.12 1.68
C -24.360 -0.315 -9.513 -0.52 -0.01 0.49
O -25.376 -0.625 -8.941 0.56 -0.25 -1.29
O -23.413 0.384 -8.868 1.09 -0.26 -1.23
H -20.790 -0.382 -8.402 -0.27 0.10 1.32
H -20.238 -0.104 -9.904 -0.45 -0.82 -0.43
H -21.437 -1.596 -9.589 0.79 1.92 0.11
H -21.816 1.482 -9.665 -0.53 -0.57 -0.19
H -22.192 -0.350 -11.737 0.20 -0.25 -0.58
H -23.185 1.174 -11.563 0.35 -1.02 0.14
C -22.701 0.415 -3.161 1.31 0.78 -1.42
C -22.234 -0.566 -4.208 -0.60 -0.27 -0.61
C -22.196 0.117 -5.595 0.41 1.87 0.91
O -20.787 0.364 -5.795 -0.03 -0.04 0.52
C -20.071 -0.228 -4.827 1.96 0.09 -0.62
O -18.851 -0.190 -4.815 -1.94 -0.26 0.42
O -20.845 -0.892 -3.948 0.00 0.51 -0.60
H -23.755 0.622 -3.427 0.48 0.06 0.76
H -22.030 1.336 -3.355 -1.24 -1.02 0.83
H -22.481 -0.062 -2.207 -0.41 0.56 0.22
H -22.806 -1.509 -4.191 0.29 0.39 -0.03
H -22.710 1.117 -5.611 0.40 -0.90 0.32
H -22.522 -0.370 -6.460 -0.69 -1.33 -1.01
C -17.042 0.940 -2.458 1.13 -0.24 0.94
C -16.830 1.962 -3.531 -0.42 0.52 -0.65
O -16.970 3.225 -2.866 0.21 0.22 2.06
C -17.085 3.068 -1.462 0.65 -0.79 -1.04
O -17.020 3.958 -0.646 -0.49 -2.17 -1.75
O -17.187 1.666 -1.211 -0.53 2.22 -0.51
H -16.141 0.383 -2.314 0.53 -0.68 0.05
H -17.832 0.241 -2.721 -0.44 0.31 0.56
H -17.651 1.842 -4.218 -0.19 0.39 -0.54
H -15.886 1.877 -4.124 -0.54 0.28 0.87
C -23.132 -4.755 -5.975 -0.95 0.03 -0.72
C -23.302 -5.849 -4.882 -2.05 1.08 -0.82
O -22.646 -6.977 -5.421 0.21 0.02 0.03
C -21.834 -6.582 -6.428 1.13 -1.89 -0.19
O -20.977 -7.303 -6.896 -1.31 1.40 0.45
O -22.120 -5.341 -6.810 0.57 0.71 -0.22
H -22.823 -3.744 -5.632 0.10 -0.87 0.05
H -24.017 -4.594 -6.655 0.62 -0.34 0.95
H -24.375 -6.035 -4.667 0.67 -0.21 -0.43
H -22.883 -5.532 -3.968 0.90 0.17 1.03
C -20.406 3.914 -6.115 -0.98 -1.47 -0.42
C -21.714 3.877 -6.982 2.21 -0.37 2.06
O -21.377 2.766 -7.782 -1.26 -0.75 -1.05
C -20.056 2.610 -7.912 1.14 -0.04 -2.09
O -19.532 2.017 -8.846 -0.91 0.76 2.11
O -19.429 3.325 -6.983 0.40 -0.22 -0.16
H -20.511 3.229 -5.258 -0.02 0.45 -0.09
H -20.012 4.841 -5.828 0.23 1.35 0.48
H -21.921 4.759 -7.532 0.05 0.77 -0.91
H -22.534 3.685 -6.333 -0.86 -0.41 0.24
C -25.823 -0.948 -5.928 -0.45 0.78 -0.42
C -27.277 -1.446 -5.958 0.36 2.63 -0.18
O -27.848 -0.682 -4.891 -0.83 -0.26 0.88
C -26.927 -0.326 -3.965 -1.14 -0.61 -1.84
O -27.226 -0.044 -2.843 1.17 0.35 -0.27
O -25.732 -0.339 -4.600 1.09 -0.39 0.80
H -25.626 -0.156 -6.689 -0.37 -0.53 0.74
H -25.080 -1.719 -6.109 0.13 -0.17 0.64
H -27.532 -2.448 -5.818 0.33 -1.75 0.40
H -27.765 -1.087 -6.840 -0.20 0.03 -0.70
C -24.403 -1.958 -1.598 0.85 1.02 0.97
C -25.759 -2.232 -0.976 -1.91 0.90 -2.48
O -26.399 -2.940 -2.085 -1.30 -0.84 0.13
C -25.602 -3.181 -3.110 0.58 0.09 1.06
O -25.845 -3.830 -4.085 -0.17 0.21 -0.25
O -24.418 -2.606 -2.858 0.81 -0.62 -0.71
H -23.592 -2.364 -0.951 -0.38 0.43 -0.80
H -24.270 -0.890 -1.860 -0.13 -0.66 0.84
H -26.446 -1.374 -0.885 0.90 0.04 0.33
H -25.880 -2.851 -0.130 0.57 -0.74 0.96
C -20.688 6.958 -3.652 1.04 0.67 -1.58
C -21.790 6.875 -2.679 -2.03 0.46 0.85
O -21.899 5.466 -2.435 -0.60 0.66 0.34
C -20.786 4.874 -2.839 0.56 -0.47 0.85
O -20.547 3.730 -2.604 0.26 -0.42 -0.48
O -19.956 5.750 -3.430 0.00 -0.23 -0.26
H -20.036 7.792 -3.442 0.30 0.18 0.10
H -20.938 7.033 -4.723 -0.33 -0.26 0.41
H -22.800 7.230 -2.957 0.70 -0.21 -0.39
H -21.534 7.442 -1.776 0.07 -0.59 0.20
C -20.789 1.113 0.601 0.03 -1.31 1.00
C -21.192 -0.300 1.267 -0.77 2.51 0.08
O -22.572 -0.371 0.819 -0.16 -0.74 0.33
C -23.030 0.788 0.340 1.01 0.78 0.38
O -24.140 1.018 -0.031 -0.12 -0.33 0.05
O -22.035 1.714 0.348 -1.32 -0.02 -0.19
H -20.318 0.992 -0.362 0.61 -0.15 -0.12
H -20.260 1.805 1.254 0.31 -0.39 -0.08
H -21.125 -0.339 2.373 -0.39 0.46 -0.56
H -20.714 -1.175 0.932 0.81 -0.81 -0.93
```
Forces are in eV/Å.